{"formula": "C62H44N4O6", "method": "the ωB97M-V functional and the def2-TZVPD basis", "species": ["O", "C", "C", "C", "C", "C", "C", "C", "C", "O", "C", "C", "C", "C", "C", "C", "H", "H", "H", "H", "H", "H", "H", "H", "O", "C", "C", "C", "C", "C", "C", "C", "C", "O", "C", "C", "C", "C", "C", "C", "H", "H", "H", "H", "H", "H", "H", "H", "O", "C", "C", "C", "C", "C", "C", "C", "C", "O", "C", "C", "C", "C", "C", "C", "H", "H", "H", "H", "H", "H", "H", "H", "C", "C", "C", "N", "C", "C", "H", "H", "H", "H", "H", "C", "C", "C", "N", "C", "C", "H", "H", "H", "H", "H", "C", "C", "C", "N", "C", "C", "H", "H", "H", "H", "H", "C", "C", "C", "N", "C", "C", "H", "H", "H", "H", "H"], "coordinates": [[-2.6638, 3.5858, -5.3469], [-1.7047, 2.8713, -5.5927], [-1.7586, 1.8384, -6.6191], [-2.9127, 1.6898, -7.3643], [-2.9733, 0.7762, -8.3977], [-1.8845, -0.0642, -8.6091], [-0.7203, 0.0754, -7.8439], [-0.7042, 0.9679, -6.8191], [0.6447, 1.1867, -6.1462], [1.6081, 0.4835, -6.3087], [0.6631, 2.2642, -5.0639], [1.8363, 2.4579, -4.3316], [1.8949, 3.3311, -3.2020], [0.7313, 4.0828, -2.9007], [-0.4820, 3.9393, -3.6938], [-0.4692, 3.0697, -4.7792], [-3.6546, 2.4335, -7.0946], [-3.8056, 0.7298, -9.0964], [-1.9455, -0.8411, -9.3618], [0.1422, -0.5726, -7.9599], [2.7121, 1.9236, -4.6775], [2.8082, 3.5100, -2.6350], [0.8026, 4.6863, -2.0070], [-1.4403, 4.4641, -3.6353], [-2.5156, -1.7066, 1.9377], [-1.6078, -1.0543, 1.4178], [-1.6896, -0.7035, -0.0212], [-2.7504, -1.1500, -0.7915], [-2.9042, -0.6670, -2.0910], [-1.9372, 0.2071, -2.6475], [-0.8278, 0.5993, -1.8945], [-0.7480, 0.1507, -0.5779], [0.4224, 0.7023, 0.1999], [1.2794, 1.3638, -0.3064], [0.4111, 0.4468, 1.6943], [1.3060, 1.1732, 2.4512], [1.3282, 0.9327, 3.8235], [0.5482, -0.0147, 4.4553], [-0.4358, -0.6488, 3.6392], [-0.5384, -0.4556, 2.2821], [-3.4523, -1.8269, -0.3242], [-3.7658, -0.9976, -2.6541], [-2.0357, 0.5684, -3.6760], [-0.1050, 1.3357, -2.2252], [2.1015, 1.7513, 1.9956], [2.0692, 1.4696, 4.4108], [0.4388, 0.0233, 5.5380], [-1.0738, -1.4327, 4.0373], [5.9620, 1.7193, 5.0729], [5.5167, 0.5846, 5.3377], [4.3750, 0.4088, 6.2744], [3.7439, 1.5302, 6.7639], [2.7481, 1.4162, 7.7174], [2.3416, 0.1395, 8.1588], [2.9941, -0.9741, 7.6514], [4.0018, -0.8696, 6.6749], [4.7123, -2.0890, 6.1293], [4.4769, -3.1889, 6.6145], [5.6315, -1.9131, 4.9628], [6.0298, -2.9721, 4.2580], [6.7844, -2.8055, 3.1322], [7.2606, -1.5239, 2.7534], [6.8989, -0.4499, 3.5264], [6.0691, -0.6308, 4.6343], [4.0244, 2.5178, 6.4095], [2.2173, 2.3285, 7.9872], [1.5221, -0.0213, 8.8666], [2.6263, -1.9654, 7.8764], [5.5656, -3.9169, 4.5497], [6.9647, -3.7038, 2.5351], [7.8804, -1.4366, 1.8613], [7.2252, 0.5537, 3.3219], [-5.5899, -1.5048, 1.5248], [-5.4854, -0.3896, 0.7131], [-5.9891, -0.5133, -0.5741], [-6.6824, -1.5539, -1.0542], [-6.7621, -2.5976, -0.2743], [-6.2976, -2.6510, 1.0156], [-5.2968, -1.4657, 2.5665], [-4.9657, 0.5108, 1.0306], [-5.8364, 0.2740, -1.3100], [-7.3988, -3.4021, -0.6446], [-6.4864, -3.5991, 1.5110], [-4.9428, -0.5380, -5.3971], [-4.9883, -1.4876, -6.3797], [-6.1192, -1.5652, -7.1297], [-7.1403, -0.7141, -7.0647], [-7.1063, 0.1727, -6.0899], [-6.0018, 0.3036, -5.2517], [-4.0778, -0.5409, -4.7369], [-4.2035, -2.2194, -6.4948], [-6.1529, -2.3069, -7.9261], [-7.9556, 0.8420, -5.9609], [-5.9847, 1.0704, -4.4825], [-1.0396, -4.2163, 5.0793], [0.2953, -4.1534, 4.6823], [0.9548, -5.3292, 4.5048], [0.4357, -6.5060, 4.6138], [-0.8288, -6.5298, 4.9745], [-1.6225, -5.4755, 5.2210], [-1.5580, -3.3025, 5.3449], [0.8855, -3.2524, 4.6653], [1.9867, -5.3194, 4.1886], [-1.2259, -7.5372, 5.0935], [-2.6386, -5.7329, 5.4899], [3.8525, 5.5547, -0.3129], [4.9501, 5.4576, -1.1458], [5.4343, 4.2228, -1.3237], [5.0175, 3.0901, -0.8053], [3.9848, 3.2208, -0.0468], [3.3453, 4.4114, 0.2482], [3.4231, 6.5220, -0.0583], [5.4191, 6.2486, -1.7235], [6.1671, 4.0472, -2.0982], [3.7800, 2.3088, 0.4993], [2.6311, 4.4528, 1.0623]], "smiles": "O=C1c2ccccc2C(=O)c2ccccc21.O=C1c2ccccc2C(=O)c2ccccc21.O=C1c2ccccc2C(=O)c2ccccc21.c1ccncc1.c1ccncc1.c1ccncc1.c1ccncc1", "e_homo_ev": -9.5, "e_lumo_ev": -1.23, "gap_ev": 8.3}

{"formula": "C62H56INP3RuSSi", "method": "the ωB97M-V functional and the def2-TZVPD basis", "species": ["Ru", "C", "S", "C", "C", "C", "N", "P", "C", "C", "C", "C", "C", "C", "C", "C", "C", "C", "C", "C", "P", "C", "C", "C", "C", "C", "C", "C", "C", "C", "C", "C", "C", "H", "H", "H", "H", "H", "H", "H", "H", "H", "H", "H", "H", "H", "H", "H", "H", "H", "H", "H", "H", "H", "H", "H", "H", "H", "H", "H", "H", "H", "I", "C", "C", "C", "C", "C", "C", "C", "C", "C", "P", "C", "C", "C", "C", "C", "C", "C", "C", "C", "C", "C", "C", "C", "H", "H", "H", "H", "H", "H", "H", "H", "H", "H", "H", "H", "H", "H", "H", "H", "C", "C", "C", "C", "C", "C", "Si", "C", "C", "C", "C", "C", "C", "H", "H", "H", "H", "H", "H", "H", "H", "H", "H", "H"], "coordinates": [[0.7169, -0.4905, -0.0684], [-4.5332, -4.8614, 5.4992], [-3.1256, -4.0197, 4.7323], [-3.8738, -3.4945, 3.1500], [-3.4508, -2.0775, 2.7927], [-1.9562, -2.0008, 2.4255], [-1.5669, -0.8400, 1.6059], [-1.5741, 0.8354, 2.1513], [-2.8117, 0.9439, 3.4897], [-2.5863, 0.4028, 4.7582], [-3.5270, 0.5681, 5.7592], [-4.6842, 1.2990, 5.5149], [-4.9076, 1.8503, 4.2631], [-3.9770, 1.6665, 3.2497], [-0.0624, 0.9224, 3.1722], [0.0975, 2.0460, 3.9848], [1.2806, 2.2350, 4.6760], [2.3114, 1.3061, 4.5685], [2.1563, 0.1832, 3.7735], [0.9737, 0.0040, 3.0646], [-1.8269, -0.6068, -0.0870], [-3.6447, -0.6756, -0.3405], [-4.3833, 0.5024, -0.2874], [-5.7623, 0.4625, -0.4270], [-6.4103, -0.7504, -0.6031], [-5.6738, -1.9280, -0.6439], [-4.2949, -1.8955, -0.5295], [-1.4021, -2.0755, -1.1118], [-1.5718, -1.7807, -2.4739], [-1.3465, -2.7414, -3.4384], [-0.9254, -4.0125, -3.0612], [-0.7404, -4.3118, -1.7232], [-0.9759, -3.3496, -0.7467], [-4.2145, -5.1565, 6.4957], [-4.8025, -5.7405, 4.9188], [-5.3716, -4.1723, 5.5721], [-4.9544, -3.5495, 3.2718], [-3.5713, -4.2008, 2.3720], [-3.6728, -1.4205, 3.6288], [-4.0417, -1.7380, 1.9448], [-1.6974, -2.9058, 1.8727], [-1.3482, -1.9971, 3.3336], [-1.6786, -0.1521, 4.9608], [-3.3582, 0.1206, 6.7299], [-5.4063, 1.4431, 6.3074], [-5.8073, 2.4222, 4.0788], [-4.1514, 2.0938, 2.2695], [-0.7118, 2.7615, 4.0678], [1.4046, 3.1128, 5.2962], [3.2338, 1.4533, 5.1143], [2.9532, -0.5482, 3.7009], [0.8328, -0.8761, 2.4391], [-3.8709, 1.4477, -0.1524], [-6.3370, 1.3790, -0.4069], [-7.4846, -0.7783, -0.7241], [-6.1734, -2.8803, -0.7633], [-3.7337, -2.8189, -0.5819], [-1.8918, -0.7830, -2.7601], [-1.4890, -2.5071, -4.4852], [-0.7265, -4.7662, -3.8118], [-0.4094, -5.3022, -1.4381], [-0.8629, -3.6126, 0.2921], [1.8777, -0.7794, -2.5419], [2.4503, -2.7841, -2.9527], [2.4005, -3.0353, -4.2969], [2.8904, -4.2380, -4.8208], [3.4568, -5.1387, -3.9712], [3.5318, -4.8857, -2.5818], [4.2074, -5.8311, -1.7811], [4.4079, -5.5976, -0.4550], [3.8335, -4.4623, 0.1251], [3.0718, -3.5518, -0.5818], [2.2263, -2.3807, 0.6008], [1.6280, -3.5280, 1.8997], [1.4938, -3.1020, 3.2223], [1.0419, -3.9761, 4.1974], [0.6679, -5.2678, 3.8629], [0.7584, -5.6903, 2.5453], [1.2393, -4.8293, 1.5739], [3.7241, -1.6177, 1.3298], [4.3546, -2.0546, 2.4940], [5.5459, -1.4704, 2.8993], [6.1257, -0.4616, 2.1440], [5.5074, -0.0286, 0.9805], [4.3122, -0.5987, 0.5790], [2.9797, -3.6919, -2.0032], [1.9977, -2.2899, -4.9714], [2.8493, -4.4122, -5.8868], [3.8862, -6.0578, -4.3479], [4.5881, -6.7295, -2.2495], [4.9608, -6.2905, 0.1637], [3.9628, -4.3284, 1.1883], [1.7750, -2.1000, 3.5159], [0.9720, -3.6365, 5.2221], [0.3150, -5.9448, 4.6272], [0.4573, -6.6908, 2.2643], [1.3498, -5.1872, 0.5608], [3.9385, -2.8508, 3.0933], [6.0229, -1.8155, 3.8069], [7.0609, -0.0207, 2.4616], [5.9635, 0.7492, 0.3817], [3.8315, -0.2659, -0.3347], [3.2524, 2.9044, -3.9776], [4.1206, 2.4710, -2.9840], [3.6213, 2.1114, -1.7413], [2.2526, 2.1896, -1.4769], [1.3885, 2.6191, -2.4866], [1.8900, 2.9929, -3.7257], [1.6445, 1.7894, 0.2780], [0.8336, 3.3313, 0.9806], [1.6881, 4.2108, 1.6434], [1.2151, 5.4289, 2.1074], [-0.1191, 5.7675, 1.9302], [-0.9812, 4.8899, 1.2868], [-0.5062, 3.6767, 0.8128], [3.6414, 3.1794, -4.9490], [5.1853, 2.4210, -3.1719], [4.3056, 1.7947, -0.9618], [0.3223, 2.6908, -2.2974], [1.2199, 3.3610, -4.4916], [2.9075, 1.6681, 1.0681], [2.7288, 3.9448, 1.7908], [1.8905, 6.1095, 2.6089], [-0.4863, 6.7184, 2.2932], [-2.0220, 5.1550, 1.1515], [-1.1813, 2.9974, 0.3062]], "e_homo_ev": [-12.2, -12.2], "e_lumo_ev": [-6.70, -6.56], "gap_ev": [5.5, 5.7], "multiplicity": 2, "charge": 2}

{"formula": "C62H62Cl2N7O2W", "method": "the ωB97M-V functional and the def2-TZVPD basis", "species": ["W", "C", "C", "C", "C", "C", "C", "C", "C", "C", "C", "C", "C", "C", "C", "C", "C", "N", "C", "C", "C", "N", "C", "C", "C", "N", "C", "C", "C", "C", "C", "C", "C", "C", "C", "C", "C", "C", "N", "C", "C", "H", "H", "H", "H", "H", "H", "H", "H", "H", "H", "H", "H", "H", "H", "H", "H", "H", "H", "H", "H", "H", "H", "H", "H", "H", "H", "H", "H", "H", "H", "H", "H", "H", "H", "H", "H", "H", "H", "H", "H", "H", "H", "H", "H", "C", "C", "N", "C", "C", "C", "C", "C", "C", "C", "C", "C", "N", "C", "H", "H", "H", "H", "H", "H", "H", "H", "Cl", "C", "C", "C", "C", "C", "Cl", "C", "N", "C", "C", "C", "C", "C", "C", "C", "C", "O", "O", "H", "H", "H", "H", "H", "H", "H", "H", "H", "H"], "coordinates": [[-0.3868, 0.5787, -0.0860], [3.6137, 0.4393, 5.0803], [3.7082, -0.3386, 3.7661], [2.3687, -0.4825, 3.1251], [1.4958, -1.5256, 3.2737], [1.6651, -2.7287, 4.1449], [2.3998, -3.8700, 3.4376], [0.3651, -1.2300, 2.4415], [-0.7315, -2.0512, 2.2982], [-1.8755, -1.7146, 1.5893], [-3.0491, -2.5256, 1.5422], [-3.2019, -3.9103, 2.0806], [-4.0160, -3.9642, 3.3769], [-3.9864, -1.8039, 0.8411], [-3.3504, -0.5979, 0.4277], [-3.9532, 0.3385, -0.4045], [-3.3687, 1.5023, -0.8481], [-2.0811, 1.9095, -0.5193], [-1.9760, 3.1800, -1.0776], [-0.9287, 4.0480, -0.8619], [0.1656, 3.7685, -0.0484], [0.3965, 2.5419, 0.5562], [1.6208, 2.6994, 1.1901], [2.2505, 1.7170, 1.9500], [1.7382, 0.4700, 2.2543], [0.5099, -0.0017, 1.8142], [2.1402, 4.0163, 0.9839], [1.2194, 4.6942, 0.2160], [1.2778, 6.1068, -0.2745], [1.8723, 6.2133, -1.6811], [3.4583, 4.5040, 1.4850], [4.6169, 3.9538, 0.6485], [-3.1568, 3.5201, -1.8185], [-4.0337, 2.4841, -1.6590], [-5.4460, 2.4071, -2.1304], [-6.3997, 2.9507, -1.0611], [-3.3493, 4.7893, -2.5809], [-3.8437, 5.9327, -1.6888], [-2.0431, -0.5307, 0.8861], [-5.4120, -2.1550, 0.5891], [-6.3343, -1.4482, 1.5872], [4.5935, 0.5172, 5.5428], [2.9384, -0.0630, 5.7689], [3.2313, 1.4399, 4.9053], [4.1189, -1.3299, 3.9651], [4.3922, 0.1643, 3.0796], [0.6873, -3.0824, 4.4768], [2.2339, -2.4382, 5.0303], [1.8601, -4.1780, 2.5474], [2.4979, -4.7223, 4.1063], [3.3949, -3.5519, 3.1394], [-0.7302, -2.9940, 2.8219], [-2.2204, -4.3534, 2.2548], [-3.7049, -4.5159, 1.3189], [-3.5682, -3.3205, 4.1301], [-4.0461, -4.9829, 3.7595], [-5.0366, -3.6364, 3.2034], [-4.9649, 0.1362, -0.7146], [-0.9810, 5.0234, -1.3197], [3.2108, 1.9584, 2.3763], [1.8818, 6.7014, 0.4129], [0.2752, 6.5376, -0.2830], [2.9095, 5.8924, -1.6828], [1.8303, 7.2431, -2.0271], [1.3231, 5.5881, -2.3803], [3.5866, 4.2061, 2.5269], [3.4807, 5.5932, 1.4428], [4.6102, 2.8664, 0.6481], [5.5661, 4.3005, 1.0497], [4.5342, 4.2923, -0.3813], [-5.7010, 1.3719, -2.3620], [-5.5572, 2.9977, -3.0425], [-6.3187, 2.3685, -0.1466], [-7.4258, 2.9120, -1.4183], [-6.1536, 3.9836, -0.8276], [-4.0765, 4.6183, -3.3762], [-2.4069, 5.0773, -3.0530], [-4.8446, 5.7253, -1.3217], [-3.8685, 6.8636, -2.2500], [-3.1888, 6.0573, -0.8310], [-5.5458, -3.2328, 0.6806], [-5.6960, -1.8718, -0.4275], [-6.0570, -1.6899, 2.6101], [-7.3633, -1.7573, 1.4256], [-6.2684, -0.3694, 1.4705], [1.3647, 2.9621, -3.4899], [1.1993, 2.3392, -2.2714], [0.1884, 1.4786, -1.9997], [-0.6421, 1.1832, -3.0631], [-0.5653, 1.8158, -4.3302], [0.4605, 2.7431, -4.5264], [-1.4860, 1.4018, -5.3317], [-2.3467, 0.3688, -5.1259], [-2.3295, -0.3804, -3.9185], [-3.0119, -1.5851, -3.7266], [-2.7238, -2.3242, -2.5823], [-1.8791, -1.8205, -1.6178], [-1.3217, -0.5839, -1.6777], [-1.4882, 0.0813, -2.8745], [2.2106, 3.6141, -3.6285], [1.9209, 2.5062, -1.4825], [0.5794, 3.2381, -5.4758], [-1.4467, 1.9017, -6.2865], [-3.0252, 0.0560, -5.9052], [-3.6912, -1.9677, -4.4706], [-3.1430, -3.3078, -2.4485], [-1.6075, -2.4342, -0.7648], [5.4953, -5.2668, -1.1332], [4.0962, -6.0091, -0.4300], [4.1230, -7.3747, -0.2018], [2.9964, -8.0255, 0.2661], [1.8227, -7.3208, 0.4751], [1.8117, -5.9578, 0.2608], [0.3351, -5.0613, 0.4813], [2.9498, -5.2502, -0.1533], [2.8643, -3.8908, -0.3582], [3.8556, -2.9559, -0.0798], [4.8526, -3.1910, 0.8660], [5.8087, -2.2287, 1.1240], [5.7958, -1.0221, 0.4432], [4.8092, -0.7788, -0.4930], [3.8431, -1.7356, -0.7617], [2.7305, -1.4305, -1.7400], [1.6582, -0.8349, -0.8676], [1.7650, 0.3645, -0.4928], [0.6624, -1.4903, -0.4557], [5.0240, -7.9269, -0.4150], [3.0248, -9.0885, 0.4368], [0.9273, -7.8267, 0.8003], [1.9173, -3.5347, -0.4150], [4.8658, -4.1271, 1.4008], [6.5679, -2.4223, 1.8639], [6.5557, -0.2807, 0.6347], [4.7953, 0.1519, -1.0389], [2.3778, -2.3237, -2.2560], [3.0616, -0.6797, -2.4582]], "e_homo_ev": [-8.3, -8.4], "e_lumo_ev": [-3.43, -3.45], "gap_ev": [4.9, 4.9], "charge": 1}